[1]
Entry from the OMol25 dataset: the molecule C5H4IN3 at a distorted geometry (wB97M-V/def2-TZVPD).

Computed properties:
Total charge: 0
ΔE to the lowest compared entry with this formula, charge and spin in kcal per mole: 84.1
HOMO level (alpha / beta) in eV: -8.5 / -8.5
Largest force on an atom in hartree/bohr: 0.07736

Each line ends with the Mulliken charge.
Element x y z (Å)
C 1.53 -1.78 0.14  0.246
C 0.27 -1.19 0.13  -0.444
C 0.20 0.19 0.21  0.761
C -3.11 0.58 0.59  0.004
C 1.50 0.91 -0.15  -1.120
N 2.61 -2.14 -0.07  -0.460
N -0.87 1.04 0.10  -0.832
N -2.05 0.74 0.14  0.426
I -5.00 0.40 -0.12  0.228
H 1.80 0.47 -1.16  0.284
H 1.55 2.01 -0.31  0.295
H 2.23 0.61 0.54  0.373
H -0.69 -1.84 -0.05  0.238


[2]
Entry from the OMol25 dataset: a 2-piece molecular cluster, C5H4N overall at a distorted geometry (wB97M-V/def2-TZVPD).

Computed properties:
Total charge: +1
ΔE to the lowest compared entry with this formula, charge and spin in kcal per mole: 185.3
HOMO level (alpha / beta) in eV: -15.1 / -15.1
Largest force on an atom in hartree/bohr: 0.15058

Each line ends with the Mulliken charge.
Element x y z (Å)
C 3.22 -0.58 -1.81  0.593
C 2.12 -0.74 -1.52  -0.563
C 0.05 -1.04 1.26  0.159
C -0.47 -0.12 0.39  0.486
C -1.21 1.06 -0.02  -0.767
N 0.22 -1.24 -0.04  -0.265
H 0.15 -1.41 2.28  0.365
H -0.60 1.51 -0.86  0.334
H -1.37 1.70 0.87  0.304
H -2.10 0.85 -0.54  0.354


[3]
Entry from the OMol25 dataset: an isolated ion of composition C5H4N and charge +1 at a distorted geometry (wB97M-V/def2-TZVPD).

Computed properties:
Total charge: +1
SMILES: C=CC#CC#[NH+]
ΔE to the lowest compared entry with this formula, charge and spin in kcal per mole: 38.0
HOMO level in eV: -15.2
Largest force on an atom in hartree/bohr: 0.06147

Each line ends with the Mulliken charge.
Element x y z (Å)
C 1.80 0.52 -0.08  -0.481
C 1.57 -0.79 0.03  0.762
C -0.55 1.35 0.18  -0.129
C 0.82 1.30 -0.05  0.415
C -1.11 0.19 -0.24  -0.652
N 0.72 -1.61 0.10  -0.252
H -1.01 2.08 0.83  0.375
H -2.13 -0.02 0.06  0.295
H -0.71 -0.42 -1.02  0.380
H 0.60 -2.60 0.20  0.287


[4]
Entry from the OMol25 dataset: C5H4N as an isolated structure at a distorted geometry (wB97M-V/def2-TZVPD).

Computed properties:
Total charge: +1
ΔE to the lowest compared entry with this formula, charge and spin in kcal per mole: 111.2
HOMO level (alpha / beta) in eV: -14.6 / -14.6
Largest force on an atom in hartree/bohr: 0.12160

Each line ends with the Mulliken charge.
Element x y z (Å)
C -2.70 1.31 0.06  -0.053
C -1.68 0.65 -0.13  -0.038
C 1.67 1.47 0.21  0.044
C -1.00 -0.60 0.23  -0.339
C 0.00 -0.11 -0.64  -0.207
N 0.90 0.75 -0.26  0.137
H 2.24 2.25 0.56  0.488
H -1.02 -0.63 1.32  0.233
H -1.42 -1.52 0.02  0.315
H 0.11 -0.50 -1.59  0.419


[5]
Entry from the OMol25 dataset: an isolated ion of composition C5H4N and charge +1 at a distorted geometry (wB97M-V/def2-TZVPD).

Computed properties:
Total charge: +1
ΔE to the lowest compared entry with this formula, charge and spin in kcal per mole: 83.8
HOMO level (alpha / beta) in eV: -13.4 / -13.3
Largest force on an atom in hartree/bohr: 0.04025

Each line ends with the Mulliken charge.
Element x y z (Å)
C 3.01 -0.12 0.09  0.081
C -0.53 0.53 -0.34  0.252
C 0.67 0.40 0.16  -0.057
C -1.95 0.49 0.11  -0.501
C -1.14 -0.69 -0.24  -0.120
N 1.85 0.02 -0.06  0.008
H 3.98 -0.48 -0.13  0.417
H -2.25 0.72 1.13  0.258
H -2.64 0.85 -0.65  0.266
H -1.01 -1.73 -0.05  0.395


[6]
Entry from the OMol25 dataset: the molecule C5H4N2 (wB97M-V/def2-TZVPD).

Computed properties:
Total charge: 0
ΔE to the lowest compared entry with this formula, charge and spin in kcal per mole: 108.7
HOMO level (alpha / beta) in eV: -8.6 / -8.6
Largest force on an atom in hartree/bohr: 0.01699

Each line ends with the Mulliken charge.
Element x y z (Å)
C 2.95 -1.03 0.39  -0.343
C 1.73 -1.11 0.73  -0.588
C 0.52 -0.55 0.44  0.604
C -0.60 -0.99 -0.38  -0.343
C -1.32 0.12 -0.66  -0.346
N -0.86 1.22 0.05  -0.334
N 0.24 0.73 0.74  -0.021
H -0.57 2.00 -0.54  0.293
H -0.76 -1.99 -0.73  0.382
H -2.14 0.26 -1.35  0.416
H 0.80 1.33 1.32  0.279


[7]
Entry from the OMol25 dataset: the molecule C5H4N2 (wB97M-V/def2-TZVPD).

Computed properties:
Total charge: 0
ΔE to the lowest compared entry with this formula, charge and spin in kcal per mole: 157.9
HOMO level (alpha / beta) in eV: -7.9 / -8.3
Largest force on an atom in hartree/bohr: 0.01733

Each line ends with the Mulliken charge.
Element x y z (Å)
C -0.80 -1.66 -1.30  -0.504
C -0.84 -0.63 -0.61  0.617
C -1.18 0.72 -0.20  -0.895
C -0.13 1.55 -0.01  -0.038
N 1.08 1.07 0.44  0.081
N 1.09 -0.16 0.97  -0.599
C 0.04 -0.85 0.68  -0.173
H -0.61 -2.61 -1.77  0.388
H -0.19 2.63 -0.12  0.381
H 1.80 1.69 0.81  0.269
H -0.16 -1.77 1.21  0.473


[8]
Entry from the OMol25 dataset: the molecule C5H4N2 at a distorted geometry (wB97M-V/def2-TZVPD).

Computed properties:
Total charge: 0
ΔE to the lowest compared entry with this formula, charge and spin in kcal per mole: 107.6
HOMO level in eV: -9.6
Largest force on an atom in hartree/bohr: 0.03605

Each line ends with the Mulliken charge.
Element x y z (Å)
C 3.02 0.52 0.07  -0.421
C 1.76 0.29 0.15  0.002
C 0.35 0.08 0.39  0.261
C -0.32 -1.05 -0.03  -0.367
C -1.64 -0.62 -0.20  -0.343
N -1.79 0.67 0.10  -0.770
N -0.56 1.08 0.44  0.294
H 1.65 -0.05 -0.92  0.261
H 0.15 -2.00 -0.24  0.401
H -2.49 -1.20 -0.54  0.439
H -0.39 2.05 0.65  0.243


> Look up the ΔE to the lowest compared entry with this formula, charge and spin of the seventh one.

157.9 kcal per mole


> The highest largest force on an atom belongs to which entry?

number 2


> Which formula does entry 6 have?

C5H4N2